1.
Formula: C33H26IIrN2O3P
Source: the Open Molecules 2025 dataset
Level of theory: wB97M-V/def2-TZVPD

- ΔE to the lowest compared entry with this formula, charge and spin: 0.00 kcal/mol
- Net charge: +1
- Highest occupied orbital energy: -10.8 eV
- M: 848.7 g/mol

Each line ends with the Löwdin charge.
Cartesian coordinates (Å):
1 Ir 0.23672 0.52801 -0.08975  0.90
2 I 2.89275 1.06827 -0.06997  1.32
3 P 0.74672 -1.74165 -0.19991  0.94
4 O -0.98022 0.83815 2.14236  0.06
5 O -2.69186 5.06053 1.61068  -0.06
6 O -1.45709 0.63284 -1.23056  -0.22
7 N -4.88140 1.56319 -0.74224  0.13
8 N 0.08832 2.69655 -0.15944  -0.04
9 C -1.52631 -2.73351 -1.35016  -0.08
10 C -3.82470 0.83409 -1.00873  -0.24
11 C 0.82791 -3.54901 2.01394  -0.06
12 C -0.18116 -2.98395 -1.11365  -0.34
13 C 2.47746 -2.05010 -0.64836  -0.47
14 C -2.31940 -3.70231 -1.94457  -0.05
15 C -2.36840 2.60843 -0.25494  -0.08
16 C 0.08332 -1.51893 3.77839  0.01
17 C 4.13730 -2.10996 -2.39621  -0.06
18 C 1.19474 3.58207 0.02561  -0.29
19 C -1.09417 3.18340 0.04961  -0.04
20 C 0.33755 -2.79528 4.25063  -0.04
21 C 5.12250 -2.36315 -1.44798  -0.06
22 C 3.46954 -2.28734 0.30041  -0.13
23 C 0.60945 -2.26271 1.54117  -0.29
24 C -3.48521 4.81998 0.45342  -0.19
25 C -2.49909 1.33930 -0.82698  -0.27
26 C 0.38362 -4.20519 -1.48086  -0.08
27 C 4.78995 -2.44993 -0.10474  -0.07
28 C -4.74420 2.81582 -0.27094  -0.08
29 C 1.05047 4.97582 0.07645  0.00
30 C 2.49894 3.11580 0.09827  -0.57
31 C -4.04805 -0.55938 -1.50871  -0.02
32 C -0.15820 0.02872 1.82192  -0.43
33 C -1.76222 -4.92205 -2.30229  -0.06
34 C -0.41475 -5.17244 -2.07260  -0.06
35 C 3.42049 5.30911 0.33842  -0.06
36 C 0.68903 -3.81329 3.36923  -0.04
37 C -3.52979 3.37754 0.00604  -0.13
38 C 3.60127 3.94149 0.25701  -0.15
39 C 2.82020 -1.95078 -1.99979  -0.13
40 C 0.19261 -1.27035 2.41553  -0.21
41 C 2.13331 5.81779 0.23829  -0.05
42 H 4.27229 5.96408 0.45727  0.12
43 H 6.15185 -2.48736 -1.75786  0.11
44 H -0.20472 -0.72066 4.45019  0.13
45 H 1.96519 6.88551 0.27562  0.12
46 H -5.66289 3.36894 -0.11588  0.12
47 H 3.21712 -2.35000 1.35158  0.11
48 H -3.80975 -1.28230 -0.72637  0.08
49 H 0.01650 -6.12393 -2.35431  0.11
50 H -3.36744 -3.50468 -2.12978  0.11
51 H -4.50888 5.16508 0.60396  0.12
52 H -3.17085 4.76378 2.39061  0.11
53 H 5.55681 -2.63746 0.63525  0.11
54 H 0.84899 -4.81603 3.74274  0.12
55 H -5.09745 -0.67561 -1.76775  0.09
56 H 1.43629 -4.40009 -1.31498  0.11
57 H 4.59394 3.51406 0.30668  0.10
58 H -3.42653 -0.77634 -2.37748  0.09
59 H 0.07369 5.42337 -0.03227  0.11
60 H 1.10863 -4.33979 1.32841  0.12
61 H -1.93149 -1.77094 -1.07730  0.05
62 H -1.15645 4.15028 0.53448  0.10
63 H 4.39481 -2.03330 -3.44424  0.11
64 H 0.24220 -3.00816 5.30695  0.12
65 H 2.04928 -1.75670 -2.73744  0.12
66 H -2.37684 -5.67890 -2.77205  0.11
67 H -3.05222 5.43158 -0.34007  0.13

=====

2.
Formula: C33H26NO2P
Source: the Open Molecules 2025 dataset
Level of theory: wB97M-V/def2-TZVPD

- ΔE to the lowest compared entry with this formula, charge and spin: 22.18 kcal/mol
- Highest occupied orbital energy: -6.0 eV
- M: 499.5 g/mol

Each line ends with the Löwdin charge.
Cartesian coordinates (Å):
1 P 0.23772 0.05391 2.76660  0.63
2 O 0.28917 0.40314 1.31200  -0.38
3 O -5.71357 3.10254 -2.80036  0.00
4 N 0.56272 3.79952 2.84180  0.09
5 C -3.39576 3.54984 -2.45840  0.04
6 C -1.58182 4.64928 0.59076  0.14
7 C 1.70278 -1.64016 4.52071  -0.08
8 C -7.22306 0.49492 -0.69503  -0.07
9 C -2.66077 4.48379 -0.31261  -0.18
10 C -6.90045 1.76934 -1.16995  -0.01
11 C -0.29962 6.25966 1.96491  -0.04
12 C 2.78483 -2.47252 4.83892  -0.10
13 C 0.26871 2.71618 3.22528  -0.38
14 C -3.26016 -2.82066 3.58718  -0.10
15 C -5.04303 4.46097 -0.88622  0.03
16 C 1.67049 -0.96172 3.29098  -0.26
17 C -5.88062 0.74963 -3.15276  -0.01
18 C -6.83251 -0.64381 -1.41981  -0.08
19 C 2.74823 -1.10311 2.40310  -0.08
20 C -1.25490 7.30383 3.92580  -0.04
21 C -4.00018 4.91443 -0.07889  0.03
22 C 3.84142 -2.63702 3.93939  -0.10
23 C -1.25421 -2.23750 2.36142  -0.07
24 C -6.19367 1.86382 -2.36896  -0.25
25 C -0.16350 7.11097 3.05296  -0.06
26 C -2.06881 -0.77799 4.13520  -0.09
27 C -6.15556 -0.51785 -2.64471  -0.07
28 C -2.43918 6.57562 3.72363  -0.06
29 C -1.52550 5.56369 1.69308  -0.22
30 C -1.13296 -1.08010 3.14280  -0.28
31 C -2.32048 -3.10818 2.59232  -0.09
32 C -2.56085 5.69471 2.64911  -0.02
33 C -3.12531 -1.66836 4.36774  -0.09
34 C 3.81193 -1.95488 2.71783  -0.09
35 C -2.39129 3.86018 -1.56806  0.03
36 C -4.72509 3.72418 -2.03848  -0.20
37 C -0.01538 1.47271 3.76402  -0.29
38 H -3.20322 3.10163 -3.43600  0.14
39 H -6.10019 4.60700 -0.63272  0.13
40 H -1.94652 0.13269 4.72352  0.08
41 H 0.80755 7.57433 3.26058  0.12
42 H 0.86969 -1.53665 5.21837  0.11
43 H -4.08841 -3.50250 3.76152  0.09
44 H -0.14516 1.36410 4.84444  0.04
45 H 0.55742 6.01773 1.32952  0.12
46 H -3.83256 -1.45104 5.16535  0.09
47 H -5.39805 0.90596 -4.11848  0.12
48 H -0.50460 -2.45264 1.59767  0.11
49 H 2.78230 -3.01451 5.78486  0.10
50 H 4.66167 -3.31453 4.17548  0.10
51 H -1.35759 3.66537 -1.83360  0.13
52 H 2.72398 -0.56954 1.45140  0.10
53 H -3.26895 6.67675 4.42927  0.11
54 H -5.87496 -1.40279 -3.22792  0.11
55 H -7.17730 2.68339 -0.63736  0.11
56 H -4.21805 5.56939 0.76314  0.11
57 H -2.40133 -4.01077 1.98898  0.10
58 H -0.65925 4.11219 0.33938  0.14
59 H -3.41652 5.01998 2.55583  0.12
60 H 4.61119 -2.10702 1.99256  0.10
61 H -7.09184 -1.63720 -1.04689  0.10
62 H -1.14695 7.96093 4.79105  0.11
63 H -7.79855 0.40737 0.23571  0.11

=====

3.
Formula: C33H27AsCrN6O8S
Source: the Open Molecules 2025 dataset
Level of theory: wB97M-V/def2-TZVPD

- ΔE to the lowest compared entry with this formula, charge and spin: 102.60 kcal/mol
- Net charge: +1
- Spin multiplicity: 4
- Highest occupied orbital energy (spin up / spin down): -10.2 / -10.2 eV
- M: 794.6 g/mol
- <S²>: 3.79

Each line ends with the Löwdin charge.
Cartesian coordinates (Å):
1 As -1.88854 1.57619 1.79537  1.11
2 Cr -0.11455 0.35652 0.23270  0.81
3 S 3.92578 1.04669 2.34260  1.08
4 O -0.31952 -1.37050 1.05015  -0.15
5 O 2.21201 -5.31248 5.04779  0.12
6 O 2.99210 -3.62732 -4.37051  0.00
7 O 4.75773 -2.32000 -3.77101  -0.01
8 O -2.50598 -5.92522 5.93764  0.11
9 O 2.81589 -3.57126 3.92793  0.08
10 O -2.48688 -1.36781 1.59777  0.03
11 O -3.95410 -4.79699 4.80749  0.10
12 N 1.47173 1.81789 -0.35935  0.09
13 N -2.82131 -5.11134 5.10103  -0.35
14 N 1.98580 -4.34444 4.36239  -0.35
15 N -1.44005 -0.27666 -1.23388  0.02
16 N 1.07562 -0.56571 -1.06887  0.02
17 N 1.36154 0.76359 1.82731  -0.02
18 C -0.95585 -1.34596 -1.91387  -0.16
19 C -2.05040 -3.48364 3.42262  0.09
20 C 1.64867 3.01141 0.09066  -0.21
21 C 2.87831 2.50578 2.30260  -0.38
22 C 2.37020 -0.25273 -1.14637  -0.17
23 C -1.84115 3.51419 2.00141  -0.28
24 C 0.56964 -4.06647 4.02646  -0.10
25 C -1.72262 -4.42103 4.37940  -0.09
26 C 2.10475 5.68859 0.96465  -0.03
27 C 4.06042 2.85505 0.00988  -0.01
28 C 1.29740 -2.16723 -2.78027  0.10
29 C -3.62767 -0.78986 -2.02540  -0.01
30 C 0.64747 4.03305 -0.11757  -0.02
31 C -2.74712 -0.00697 -1.30781  -0.10
32 C -1.34647 -1.76996 1.75076  -0.56
33 C -1.02008 -2.83612 2.75108  -0.09
34 C 2.91055 3.34120 0.88317  -0.28
35 C 2.67240 -1.92843 -2.80902  -0.03
36 C 2.67247 0.90108 -0.22547  -0.31
37 C 0.87937 5.29322 0.27714  -0.01
38 C -1.66582 1.00971 3.64143  -0.24
39 C 1.50968 1.88061 2.41792  -0.14
40 C -1.78380 -2.18862 -2.62502  0.04
41 C 2.67212 0.33382 1.26607  -0.42
42 C -3.14069 -1.91256 -2.67300  0.00
43 C 3.04552 4.78864 1.23494  -0.02
44 C -0.42005 -4.74028 4.71047  0.10
45 C 3.57896 -2.70079 -3.79574  -0.68
46 C -3.80293 1.41359 1.56843  -0.27
47 C 0.51815 -1.44643 -1.91177  -0.16
48 C 0.30271 -3.13017 3.05126  0.08
49 C 3.20699 -0.92691 -2.00041  0.09
50 C 3.93415 1.65848 -0.53263  0.00
51 H -0.87190 3.87726 2.33638  0.01
52 H -1.36290 -3.03718 -3.14536  0.13
53 H -4.25291 1.73998 2.50541  0.05
54 H 4.68877 1.21430 -1.16609  0.13
55 H -0.68728 0.56476 3.81299  0.03
56 H 4.92150 3.49315 -0.13182  0.14
57 H 0.14648 6.06043 0.05850  0.12
58 H 0.90804 -2.89488 -3.48180  0.13
59 H -0.19171 -5.47814 5.46506  0.14
60 H -3.80848 -2.56085 -3.22450  0.13
61 H 2.24020 6.72605 1.23633  0.12
62 H -1.80455 1.87117 4.29262  0.05
63 H -2.08533 4.00113 1.05918  0.03
64 H -0.24127 3.76002 -0.67194  0.12
65 H -3.08416 -3.26147 3.20216  0.14
66 H 2.74784 -0.75026 1.25509  0.13
67 H 0.65917 2.41401 2.82935  0.11
68 H 3.96382 5.07726 1.73480  0.14
69 H -2.59626 3.77355 2.74283  0.04
70 H -4.67335 -0.52180 -2.06319  0.12
71 H -4.06509 0.37998 1.36931  0.02
72 H -2.42372 0.25713 3.84462  0.04
73 H -3.09091 0.86766 -0.77969  0.08
74 H -4.14612 2.06960 0.76981  0.04
75 H 1.11253 -2.63712 2.53793  0.12
76 H 4.26363 -0.72035 -2.11755  0.13
77 H 3.12809 3.18535 3.11233  0.12